Entry 1
Below is an isolated molecule of C14H23NO2, with properties calculated with ωB97M-V/def2-TZVPD.

## Properties
Orbital gap (eV): 8.9
Structure (SMILES): Cc1ccccc1OCCCCCNCCO

Structure (ORCA input):
```
! wB97M-V def2-TZVPD RIJCOSX def2/J DEFGRID3
* xyz 0 1
C -4.413 -1.149 -0.580
C -3.521 -0.011 -0.191
C -3.975 1.295 -0.167
C -3.140 2.339 0.200
C -1.832 2.070 0.546
C -1.350 0.770 0.529
C -2.187 -0.275 0.161
O -1.829 -1.591 0.125
C -0.495 -1.968 0.400
C 0.450 -1.686 -0.770
C 1.791 -2.402 -0.633
C 2.661 -1.912 0.526
C 3.042 -0.434 0.430
N 2.005 0.426 0.984
H 1.914 0.220 1.976
C 2.281 1.844 0.822
C 1.977 2.325 -0.599
O 3.058 2.013 -1.453
H 2.855 2.327 -2.340
H 1.823 3.414 -0.574
H 1.052 1.850 -0.950
H 3.329 2.097 1.049
H 1.632 2.393 1.508
H 3.185 -0.150 -0.613
H 4.004 -0.271 0.949
H 2.153 -2.092 1.476
H 3.578 -2.504 0.529
H 2.349 -2.266 -1.562
H 1.615 -3.474 -0.508
H -0.042 -2.027 -1.684
H 0.620 -0.614 -0.854
H -0.554 -3.048 0.572
H -0.139 -1.486 1.316
H -0.322 0.589 0.799
H -1.167 2.873 0.832
H -3.513 3.353 0.212
H -5.001 1.499 -0.439
H -4.537 -1.830 0.261
H -5.390 -0.788 -0.891
H -3.964 -1.717 -1.392
*
```

***

Entry 2
Below is a cluster of 2 separate species, C14H23NO2 in total, with properties calculated with ωB97M-V/def2-TZVPD.

## Properties
Orbital gap (eV): 4.5

Structure (ORCA input):
```
! wB97M-V def2-TZVPD RIJCOSX def2/J DEFGRID3
* xyz 0 1
C 4.650 -0.125 -0.418
C 3.917 -0.898 -1.671
C 2.553 -0.225 -2.289
C 1.892 1.187 -1.683
C 0.564 1.931 -2.286
N -0.761 1.343 -1.867
C -0.750 -0.134 -1.545
C -2.295 -0.674 -1.520
O -3.273 0.290 -0.998
C -2.674 1.264 -0.075
C -1.354 2.051 -0.645
C 2.650 1.902 -0.403
C 4.018 1.248 0.220
H 5.633 -0.575 0.028
H 4.342 -1.897 -2.120
H 1.974 -0.724 -3.200
H 0.592 3.049 -1.935
H 0.632 1.850 -3.462
H -1.417 1.461 -2.698
H -0.232 -0.309 -0.510
H -0.198 -0.669 -2.452
H -2.596 -0.873 -2.657
H -2.292 -1.720 -0.997
H -3.503 2.098 0.114
H -2.429 0.828 1.002
H -1.583 3.191 -0.834
H -0.520 1.966 0.199
H 2.227 2.897 0.063
H 4.572 1.784 1.125
C -0.065 -2.248 3.124
C -1.288 -1.323 3.247
C -2.554 -2.101 2.853
O -1.135 -0.333 2.385
H 0.070 -2.633 2.105
H 0.859 -1.732 3.414
H -0.176 -3.115 3.787
H -1.392 -1.104 4.319
H -2.511 -2.480 1.823
H -3.453 -1.478 2.943
H -2.690 -2.967 3.512
*
```

***

Most stable to least stable, the ends of the list are entry 1 and entry 2.